Arrangement A

Density functional theory data (ωB97M-V with the def2-TZVPD basis set) for a 2-piece molecular cluster, C7H17N2 overall.

- Net charge: +1
- LUMO: -3.184 eV

Cartesian coordinates (Å):
C 0.325 -1.552 0.558
C -3.681 -0.366 0.783
C -2.310 0.679 -1.139
C 2.354 1.647 0.460
C 2.932 -0.432 -0.763
C -2.905 0.661 0.102
C 2.252 0.115 0.575
N 0.043 -0.643 -0.546
N 0.847 -0.235 0.633
H -0.547 -1.930 1.269
H 0.899 -2.319 0.174
H -3.697 -0.359 1.790
H -4.848 -0.385 0.567
H -3.401 -1.313 0.518
H -1.034 -0.054 -0.510
H -1.786 1.496 -1.552
H -2.882 0.138 -1.883
H 1.468 1.988 0.946
H 3.160 1.897 1.044
H 2.586 2.041 -0.622
H 4.074 -0.660 -0.600
H 3.041 0.208 -1.608
H 2.573 -1.346 -1.032
H -2.588 1.511 0.717
H 2.522 -0.172 1.592
H 0.604 -0.617 -1.473

***

Arrangement B

Density functional theory data (ωB97M-V with the def2-TZVPD basis set) for an isolated ion of composition C7H17N2 and charge +1.

- Net charge: +1
- LUMO: -3.224 eV

Cartesian coordinates (Å):
C 0.229 -1.725 0.591
C -0.309 -0.355 0.803
C 1.456 0.136 -0.196
C 1.038 0.834 -1.406
C 2.132 0.839 0.968
C -2.195 1.242 0.677
C -1.980 -0.590 -0.896
N -1.423 0.127 0.217
N 1.510 -1.330 -0.214
H 0.490 -2.235 1.481
H -0.343 -2.282 -0.088
H -0.145 0.204 1.703
H 0.142 1.511 -1.145
H 0.616 0.138 -2.167
H 1.857 1.491 -1.880
H 1.892 0.282 1.859
H 1.642 1.855 0.994
H 3.197 0.797 0.776
H -2.308 1.284 1.827
H -1.927 2.230 0.170
H -3.278 1.282 0.327
H -2.313 -1.595 -0.513
H -2.683 0.047 -1.379
H -1.206 -0.731 -1.638
H 2.367 -1.625 0.256
H 1.543 -1.829 -1.128

***

Each structure's energy above the most stable one, in kJ/mol: arrangement A 194.7; arrangement B 0.0.

***

Arrangement A

Density functional theory data (ωB97M-V with the def2-TZVPD basis set) for a 2-piece molecular cluster, C3H10NO overall.

- Net charge: +1
- LUMO: -5.543 eV

Cartesian coordinates (Å):
C 0.999 -1.093 3.134
N 0.486 -0.921 1.978
H 0.646 -1.947 3.699
H 1.680 -0.308 3.453
H 0.870 -0.213 1.338
H -0.312 -1.463 1.669
C 0.106 0.549 -1.834
O 0.310 -0.201 -0.609
C -1.221 1.263 -1.852
H 0.173 -0.118 -2.694
H 0.934 1.240 -1.897
H -0.003 -1.102 -0.751
H -2.028 0.595 -2.151
H -1.194 2.036 -2.618
H -1.445 1.683 -0.867

***

Arrangement B

Density functional theory data (ωB97M-V with the def2-TZVPD basis set) for a 2-piece molecular cluster, C3H10NO overall.

- Net charge: +1
- LUMO: -3.761 eV

Cartesian coordinates (Å):
N 2.017 -1.585 -0.507
H 2.460 -0.665 -0.426
H 2.610 -2.257 -0.010
H 1.048 -1.547 -0.046
H 1.988 -1.829 -1.499
C -1.316 2.167 -0.047
C -1.097 0.695 -0.122
C -0.519 -0.005 0.835
O -0.323 -1.401 0.763
H -2.348 2.418 -0.292
H -1.093 2.553 0.944
H -0.694 2.713 -0.756
H -1.472 0.153 -0.990
H -0.147 0.414 1.758
H -1.113 -1.823 0.394

***

Each structure's energy above the most stable one, in kJ/mol: arrangement A 72.7; arrangement B 0.0.

***

Arrangement A

Density functional theory data (ωB97M-V with the def2-TZVPD basis set) for a 2-piece molecular cluster, C3H10NO overall.

- Net charge: +1
- LUMO: -3.948 eV

Cartesian coordinates (Å):
C 0.047 1.109 -1.301
N 0.892 0.640 -2.452
H -0.086 2.183 -1.398
H 0.680 0.933 -0.436
H -0.897 0.588 -1.293
H 0.458 0.768 -3.368
H 1.819 1.078 -2.531
H 1.206 -0.324 -2.344
C -0.078 -1.120 2.916
C -0.897 -0.593 2.005
O -0.848 -0.994 0.668
H -0.168 -0.810 3.947
H 0.901 -1.405 2.531
H -1.827 -0.167 2.385
H -1.202 -1.886 0.672

***

Arrangement B

Density functional theory data (ωB97M-V with the def2-TZVPD basis set) for a 2-piece molecular cluster, C3H10NO overall.

- Net charge: +1
- LUMO: -3.412 eV

Cartesian coordinates (Å):
C -0.550 -1.795 -0.216
N -1.516 -0.635 -0.415
H 0.382 -1.506 -0.693
H -0.323 -1.829 0.844
H -0.988 -2.633 -0.727
H -0.978 0.205 -0.154
H -2.316 -0.628 0.220
H -1.831 -0.608 -1.381
C 1.410 1.497 -0.593
C 1.235 1.010 0.629
O 0.001 0.996 1.299
H 0.876 2.304 -1.071
H 2.351 1.204 -1.052
H 2.098 0.816 1.266
H 0.151 1.602 2.043

***

Each structure's energy above the most stable one, in kJ/mol: arrangement A 28.7; arrangement B 0.0.

***

Arrangement A

Density functional theory data (ωB97M-V with the def2-TZVPD basis set) for a 2-piece molecular cluster, C3H10NO overall.

- Net charge: +1
- LUMO: -3.362 eV

Cartesian coordinates (Å):
C 2.494 0.252 0.565
C 1.083 0.015 0.133
C 0.392 -1.109 0.241
N -1.100 -1.051 0.017
H 3.119 -0.530 0.134
H 2.765 1.297 0.506
H 2.524 0.061 1.644
H 0.639 0.650 -0.628
H 0.645 -2.162 0.262
H -1.533 -1.614 0.745
H -1.479 -0.089 0.002
H -1.313 -1.430 -0.910
H -2.969 1.771 -1.111
H -1.829 2.288 -0.269
O -2.099 1.516 -0.780

***

Arrangement B

Density functional theory data (ωB97M-V with the def2-TZVPD basis set) for an isolated ion of composition C3H10NO and charge +1.

- Net charge: +1
- Structure (SMILES): [NH3+]CCCO
- LUMO: -3.674 eV

Cartesian coordinates (Å):
N -0.972 1.248 -0.473
C 0.541 1.199 -0.563
C 1.125 0.078 0.384
C 0.374 -1.181 0.727
O -0.812 -1.433 -0.025
H -1.203 0.317 -0.723
H -1.448 2.005 -1.198
H -1.299 1.479 0.378
H 0.811 1.132 -1.748
H 1.011 2.185 -0.226
H 1.886 -0.265 -0.345
H 1.614 0.583 1.235
H 1.034 -2.001 0.669
H -0.020 -1.196 1.770
H -1.318 -2.086 0.408

***

Each structure's energy above the most stable one, in kJ/mol: arrangement A 0.0; arrangement B 31.0.

***

Arrangement A

Density functional theory data (ωB97M-V with the def2-TZVPD basis set) for a 2-piece molecular cluster, C6H12NS2 overall.

- Net charge: +1
- LUMO (alpha / beta): -6.054 / -6.052 eV

Cartesian coordinates (Å):
C -1.166 -0.518 0.094
C -0.059 -1.027 0.685
C -0.929 -0.259 -1.370
C 1.107 -1.160 -0.316
C 0.526 -0.788 -1.685
C -0.574 2.599 0.767
N 0.312 -1.294 2.017
S 0.626 2.261 1.950
S -0.254 2.823 -0.896
H -1.733 -0.738 -1.968
H -1.157 0.861 -1.595
H 1.740 -0.299 -0.136
H 1.598 -2.055 -0.378
H 0.528 -1.714 -2.308
H 1.078 -0.076 -2.243
H -2.117 -0.187 0.584
H 1.241 -1.815 2.147
H -0.412 -1.696 2.510
H -1.366 3.206 1.069
H 0.001 2.945 3.035
H 0.698 2.010 -1.066

***

Arrangement B

Density functional theory data (ωB97M-V with the def2-TZVPD basis set) for an isolated ion of composition C6H12NS2 and charge +1.

- Net charge: +1
- LUMO: -4.947 eV

Cartesian coordinates (Å):
C -0.403 -1.795 0.359
C -1.286 -0.632 0.812
C -0.384 -1.991 -1.172
C 0.240 3.102 0.411
C 1.334 2.556 1.239
C -0.558 0.702 0.837
N 0.636 -1.155 -1.770
S -1.381 2.131 0.603
S 1.120 0.701 1.169
H 0.674 -1.879 0.742
H -0.914 -2.788 0.886
H -2.178 -0.322 0.164
H -1.489 -0.660 1.926
H -0.102 -2.955 -1.437
H -1.275 -1.659 -1.512
H -0.113 4.220 0.438
H 0.323 3.095 -0.685
H 2.192 2.920 0.700
H 1.299 2.756 2.334
H 1.531 -1.310 -1.300
H 0.896 -1.360 -2.734

***

Each structure's energy above the most stable one, in kJ/mol: arrangement A 117.0; arrangement B 0.0.

***

Arrangement A

Density functional theory data (ωB97M-V with the def2-TZVPD basis set) for a 4-piece molecular cluster, C3H14N2O3 overall.

- Net charge: 0
- Structure (SMILES): [H]/N=C/NCC.O.O.O
- LUMO: 0.172 eV

Cartesian coordinates (Å):
H 2.450 -1.036 -1.567
N 1.579 -1.561 -1.362
C 0.718 -0.988 -0.620
N -0.644 -1.480 -0.571
C -1.615 -0.489 -1.033
C -1.270 0.337 -2.319
H 0.746 -0.147 0.065
H -0.772 -2.330 -1.034
H -1.882 0.349 -0.264
H -2.426 -1.211 -1.454
H -0.138 0.467 -2.208
H -1.547 1.310 -2.007
H -1.342 -0.177 -3.234
O 0.027 -1.685 2.199
H -0.565 -1.140 1.734
H 0.951 -1.597 2.131
O 0.756 1.820 3.268
H 0.385 1.199 3.964
H 0.110 2.205 2.785
O 1.598 1.867 0.154
H 0.710 2.107 0.441
H 2.171 2.180 0.931

***

Arrangement B

Density functional theory data (ωB97M-V with the def2-TZVPD basis set) for a 4-piece molecular cluster, C3H14N2O3 overall.

- Net charge: 0
- Structure (SMILES): C/C(N)=C/N.O.O.O
- LUMO: 0.463 eV

Cartesian coordinates (Å):
C -0.617 2.390 -0.281
C -0.445 0.930 -0.493
N 0.307 0.209 0.561
C -0.495 0.397 -1.754
N -0.003 -0.912 -1.821
H -1.552 2.399 0.200
H 0.274 2.799 0.192
H -0.694 2.950 -1.103
H 0.029 0.547 1.580
H -0.045 -0.793 0.647
H -0.974 1.026 -2.570
H 0.910 -0.953 -1.903
H -0.270 -1.494 -2.582
O 0.103 -2.735 0.827
H -0.073 -2.316 0.080
H 0.964 -3.116 0.628
O 2.999 0.512 0.250
H 2.681 -0.336 -0.060
H 2.188 1.063 0.220
O -1.872 -0.468 2.594
H -1.705 -1.273 3.126
H -1.710 -0.824 1.662

***

Each structure's energy above the most stable one, in kJ/mol: arrangement A 38.2; arrangement B 0.0.

***

Arrangement A

Density functional theory data (ωB97M-V with the def2-TZVPD basis set) for one molecule with the formula C5H6N2S.

- Net charge: 0
- LUMO (alpha / beta): -2.489 / -2.518 eV

Cartesian coordinates (Å):
C 0.510 0.690 1.571
C -1.156 0.394 -1.098
C -0.253 1.350 -1.866
C 0.080 -0.402 0.835
C 0.543 -1.684 1.348
N 0.710 1.515 2.389
N -0.947 -0.295 -0.053
S 1.519 1.156 -1.809
H -2.093 0.336 -1.399
H -0.584 1.195 -2.882
H -0.463 2.198 -1.326
H -0.215 -2.343 1.909
H 1.450 -1.632 1.886
H 0.898 -2.478 0.495

***

Arrangement B

Density functional theory data (ωB97M-V with the def2-TZVPD basis set) for one molecule with the formula C5H6N2S.

- Net charge: 0
- Structure (SMILES): C#C[C@H]1CNC(=S)N1
- LUMO: 0.587 eV

Cartesian coordinates (Å):
C 3.002 -0.971 -0.293
C 1.808 -0.595 -0.065
C 0.425 -0.221 0.475
C 0.006 1.148 -0.024
N -1.417 1.051 -0.068
C -1.908 -0.254 -0.047
S -3.530 -0.768 -0.125
N -0.698 -1.034 -0.043
H 3.932 -1.081 -0.724
H 0.217 -0.244 1.553
H 0.320 2.134 0.462
H 0.585 1.107 -0.952
H -1.934 1.706 -0.716
H -0.808 -1.978 0.566

***

Arrangement C

Density functional theory data (ωB97M-V with the def2-TZVPD basis set) for one molecule with the formula C5H6N2S.

- Net charge: 0
- Structure (SMILES): C#C/C(=N\S)N1CC1
- LUMO: 0.625 eV

Cartesian coordinates (Å):
C 1.387 2.380 -0.096
C 0.970 1.259 -0.219
C 0.491 -0.102 -0.333
N 1.224 -1.158 -0.216
S 2.886 -1.132 0.026
N -0.872 -0.217 -0.625
C -1.837 -0.029 0.439
C -1.600 -1.371 -0.144
H 1.789 3.356 -0.023
H 3.125 0.185 0.053
H -1.461 0.184 1.429
H -2.727 0.551 0.134
H -1.071 -2.107 0.436
H -2.304 -1.798 -0.862

***

Arrangement D

Density functional theory data (ωB97M-V with the def2-TZVPD basis set) for one molecule with the formula C5H6N2S.

- Net charge: 0
- Structure (SMILES): Cc1c[nH]c(C=S)n1
- LUMO: -0.868 eV

Cartesian coordinates (Å):
C -3.021 0.038 1.506
C -1.882 -0.150 0.572
C -1.594 -0.725 -0.652
N -0.278 -0.475 -1.021
C 0.233 0.137 0.076
C 1.560 0.584 0.115
S 2.832 0.104 -0.797
N -0.651 0.360 0.992
H -3.185 1.120 1.842
H -4.090 -0.330 1.344
H -2.778 -0.513 2.419
H -2.308 -1.410 -1.202
H 0.177 -0.444 -1.941
H 1.604 1.423 0.789

***

Each structure's energy above the most stable one, in kJ/mol: arrangement A 353.1; arrangement B 202.5; arrangement C 264.3; arrangement D 0.0.